[1]
Formula: C13H27LiN3O2Ta
Source: OMol25
Level of theory: the ωB97M-V functional and the def2-TZVPD basis

The geometry in XYZ format:
```
47
Properties=species:S:1:pos:R:3
N 1.330 1.681 1.002
C 2.096 2.332 1.681
O 2.813 2.964 2.369
Li -2.394 0.177 2.156
Ta -0.339 0.909 0.182
N -1.063 -0.794 1.034
N 0.141 0.609 -1.736
C -0.291 -1.844 1.737
C 1.506 0.594 -2.328
C -1.207 -2.579 2.727
C 0.246 -2.820 0.694
C 0.863 -1.200 2.489
C 1.969 2.046 -2.441
C 1.510 -0.043 -3.722
C 2.459 -0.188 -1.439
H -1.659 -1.874 3.444
H -0.603 -3.301 3.295
H -2.007 -3.126 2.209
H -0.568 -3.329 0.163
H 0.857 -3.587 1.192
H 0.882 -2.315 -0.047
H 1.536 -0.617 1.842
H 1.460 -2.001 2.954
H 0.505 -0.545 3.298
H 1.283 2.618 -3.079
H 2.977 2.074 -2.881
H 2.003 2.525 -1.454
H 0.983 0.567 -4.464
H 1.072 -1.047 -3.696
H 2.554 -0.134 -4.056
H 3.450 -0.188 -1.920
H 2.127 -1.231 -1.337
H 2.573 0.266 -0.447
C -2.319 -1.264 0.368
H -2.526 -0.676 -0.538
H -2.209 -2.315 0.062
H -3.207 -1.194 1.053
C -0.947 0.835 -2.707
H -1.843 1.214 -2.203
H -0.638 1.583 -3.453
H -1.210 -0.105 -3.218
C -2.524 2.630 2.277
C -1.688 1.972 1.271
O -1.775 2.259 -0.065
H -2.587 2.017 3.206
H -3.556 2.865 1.954
H -2.035 3.580 2.573
```

## Properties
Max |F|, eV/Å: 6.16
Total charge: +2
Molecular weight, g/mol: 445.3
2S+1: 1
Orbital gap (alpha / beta), eV: 6.251 / 6.252
Energy relative to the best compared isomer or geometry (same formula, charge and spin), kJ/mol: 0.00
HOMO (alpha / beta), eV: -15.618 / -15.619

***

[2]
Formula: C13H27N3O5
Source: OMol25
Level of theory: the ωB97M-V functional and the def2-TZVPD basis

The geometry in XYZ format:
```
48
Properties=species:S:1:pos:R:3
C 2.129 1.558 -0.888
C 1.654 2.968 -0.821
O 1.376 3.642 -1.792
N 1.409 3.403 0.442
C 0.665 4.523 0.941
H 2.183 1.293 -1.944
H 1.325 1.034 -0.371
H 3.013 1.434 -0.261
H 1.861 2.860 1.163
H -0.200 4.195 1.518
H 0.449 5.224 0.136
H 1.283 5.095 1.633
C 0.053 -1.512 1.118
C -0.666 -2.822 1.600
O -1.266 -3.531 0.779
N -0.538 -2.997 2.882
C -1.116 -4.153 3.572
H 0.553 -1.149 2.016
H -0.572 -0.882 0.484
H 0.813 -1.968 0.484
H 0.095 -2.342 3.318
H -0.766 -5.091 3.142
H -2.189 -4.092 3.389
H -0.981 -4.188 4.653
C 0.699 -2.611 -1.305
C 0.711 -1.240 -1.854
O 1.266 -0.332 -1.261
N 0.198 -1.093 -3.047
C 0.433 0.138 -3.839
H 0.426 -3.324 -2.083
H 0.111 -2.655 -0.389
H 1.705 -2.921 -1.022
H -0.500 -1.775 -3.309
H -0.470 0.484 -4.343
H 1.076 -0.210 -4.647
H 0.935 0.960 -3.329
O -0.023 2.145 2.224
C -0.611 1.751 1.214
O -0.368 2.152 0.034
C -1.213 1.419 -0.982
C -2.059 0.424 -0.163
C -1.625 0.613 1.269
H -0.513 0.829 -1.574
H -1.735 2.046 -1.706
H -1.952 -0.633 -0.406
H -3.109 0.710 -0.235
H -1.419 -0.322 1.790
H -2.533 0.945 1.772
```

## Properties
Max |F|, eV/Å: 5.32
Total charge: 0
Molecular weight, g/mol: 305.4
2S+1: 1
Orbital gap, eV: 8.602
Structure (SMILES): O=C1CCCO1.CNC(C)=O.CNC(C)=O.CNC(C)=O
Energy relative to the best compared isomer or geometry (same formula, charge and spin), kJ/mol: 291.23
HOMO, eV: -8.088

***

[3]
Formula: C13H27NO5PS
Source: OMol25
Level of theory: the ωB97M-V functional and the def2-TZVPD basis

The geometry in XYZ format:
```
48
Properties=species:S:1:pos:R:3
C 2.425 -2.119 3.135
C 2.659 -2.600 1.707
C 1.618 -2.016 0.751
C 2.014 -2.157 -0.726
C 2.880 -0.988 -1.237
C 2.098 0.079 -1.996
C 1.860 1.388 -1.216
C 0.610 2.140 -1.696
C -0.498 2.345 -0.664
C -0.810 1.145 0.196
C -1.472 1.354 1.557
P -3.194 2.001 1.600
O -3.885 1.512 2.794
O -2.996 3.558 1.504
O -3.937 1.642 0.243
S -1.459 -0.383 2.154
C -1.851 -0.873 0.546
N -1.594 0.008 -0.357
C -2.014 -0.103 -1.771
O -2.771 -1.249 -1.954
O -4.120 -0.843 -2.230
H 3.085 -2.593 3.852
H 2.526 -1.035 3.178
H 1.395 -2.345 3.417
H 2.612 -3.687 1.662
H 3.637 -2.267 1.358
H 1.549 -0.946 0.977
H 0.651 -2.493 0.916
H 2.507 -3.109 -0.911
H 1.095 -2.161 -1.318
H 3.379 -0.520 -0.386
H 3.669 -1.394 -1.865
H 1.136 -0.302 -2.345
H 2.652 0.360 -2.891
H 1.875 1.214 -0.139
H 2.719 2.025 -1.415
H 0.229 1.655 -2.594
H 0.906 3.140 -2.007
H -0.224 3.155 0.008
H -1.400 2.651 -1.200
H 0.117 0.619 0.467
H -0.933 2.076 2.164
H -3.566 3.957 2.180
H -4.453 0.838 0.367
H -2.353 -1.808 0.352
H -2.609 0.779 -2.000
H -1.129 -0.131 -2.403
H -4.632 -1.519 -1.766
```

## Properties
Max |F|, eV/Å: 1.03
Total charge: +1
Molecular weight, g/mol: 340.4
2S+1: 1
Orbital gap, eV: 9.382
HOMO, eV: -13.607

***

[4]
Formula: C13H27NSi2Ti
Source: OMol25
Level of theory: the ωB97M-V functional and the def2-TZVPD basis

The geometry in XYZ format:
```
44
Properties=species:S:1:pos:R:3
Ti 0.291 -0.061 0.656
C -0.400 1.570 -0.417
H -1.265 1.257 -1.026
H -0.702 2.365 0.289
H 0.399 1.955 -1.076
H 1.886 0.841 0.554
H 1.493 1.344 1.101
C 1.243 -0.758 2.706
Si 0.157 -2.239 2.349
C 1.122 -3.828 2.311
C -1.190 -2.408 3.632
C -0.431 -1.968 0.586
C 0.590 -2.132 -0.538
C 0.914 -3.301 -1.201
C 1.618 -3.194 -2.400
C 1.962 -1.927 -2.881
C 1.775 -0.805 -2.083
N 1.152 -0.939 -0.891
Si -2.212 -2.359 0.163
C -2.368 -4.213 0.377
C -3.517 -1.429 1.128
C -2.485 -2.003 -1.647
H 1.340 -0.782 3.799
H 0.758 0.253 2.515
H 2.238 -0.788 2.237
H 1.508 -4.001 3.326
H 0.484 -4.673 2.021
H 1.964 -3.765 1.610
H -1.751 -1.476 3.772
H -1.891 -3.223 3.405
H -0.670 -2.648 4.575
H 0.556 -4.243 -0.775
H 1.873 -4.098 -2.955
H 2.404 -1.791 -3.864
H 2.084 0.204 -2.367
H -2.251 -4.545 1.415
H -3.378 -4.476 0.030
H -1.638 -4.742 -0.251
H -3.468 -0.351 0.917
H -4.486 -1.811 0.763
H -3.466 -1.586 2.215
H -2.635 -0.929 -1.814
H -1.641 -2.350 -2.258
H -3.396 -2.546 -1.943
```

## Properties
Max |F|, eV/Å: 3.66
Total charge: +2
Molecular weight, g/mol: 301.4
2S+1: 1
Orbital gap (alpha / beta), eV: 6.540 / 6.545
Energy relative to the best compared isomer or geometry (same formula, charge and spin), kJ/mol: 0.00
HOMO (alpha / beta), eV: -15.984 / -15.984

***

[5]
Formula: C13H28Al2BBrCl2FNaO12S
Source: OMol25
Level of theory: the ωB97M-V functional and the def2-TZVPD basis

The geometry in XYZ format:
```
62
Properties=species:S:1:pos:R:3
C 3.337 2.951 -4.003
O 3.460 1.874 -4.945
B 3.480 0.645 -4.375
O 4.387 -0.235 -4.812
C 2.506 0.142 -3.235
C 1.065 -0.017 -3.690
C 0.685 0.857 -4.844
O -0.281 1.585 -4.712
H 3.093 3.837 -4.574
H 4.277 3.056 -3.475
H 2.508 2.791 -3.303
H 4.437 -1.051 -4.210
H 2.847 -0.857 -2.932
H 0.876 -1.059 -3.964
H 0.421 0.256 -2.849
H 1.181 0.870 -5.816
Al -1.935 1.596 -5.804
C -1.115 1.157 1.256
C -1.387 0.254 2.429
O -1.012 -1.060 1.953
S 0.200 -0.941 0.938
O 1.387 -1.242 1.678
O -0.131 -1.627 -0.258
O 0.098 0.627 0.672
H -1.908 1.098 0.510
H -0.975 2.192 1.553
H -2.427 0.268 2.740
H -0.751 0.502 3.279
C 4.543 -3.189 2.537
C 3.727 -2.849 3.830
O 4.480 -2.894 4.853
H 4.960 -4.193 2.600
H 3.855 -3.164 1.664
H 5.354 -2.490 2.338
H 2.799 -3.620 3.839
H 3.184 -1.888 3.671
C -1.176 -5.093 3.584
C -0.559 -4.166 4.632
C -1.610 -3.690 5.634
O 0.048 -3.110 4.023
H -1.945 -4.576 3.012
H -0.415 -5.420 2.875
H -1.629 -5.982 4.044
H 0.242 -4.679 5.154
H -2.396 -3.124 5.134
H -1.158 -3.026 6.370
H -2.074 -4.534 6.164
H -0.591 -2.572 3.537
C -4.868 4.535 -3.907
Cl -5.860 5.703 -3.054
Cl -4.370 3.203 -2.836
H -5.435 4.126 -4.735
H -3.980 5.037 -4.275
C -6.580 10.034 -2.718
O -7.745 10.282 -2.341
O -6.289 8.695 -2.835
O -5.694 10.842 -2.984
H -7.165 8.355 -2.563
Na -0.350 -6.085 5.719
F 2.265 -4.461 4.149
Al 2.750 -3.016 0.189
Br 5.358 -1.459 -2.512
```

## Properties
Max |F|, eV/Å: 11.37
Total charge: +2
Molecular weight, g/mol: 666.0
2S+1: 1
Orbital gap, eV: 1.043
HOMO, eV: -9.956